{"formula": "C33H66O33", "method": "the ωB97M-V functional and the def2-TZVPD basis", "fmax_ev_per_a": 2.80, "smiles": "COC(=O)OC.COC(=O)OC.COC(=O)OC.COC(=O)OC.COC(=O)OC.COC(=O)OC.COC(=O)OC.COC(=O)OC.COC(=O)OC.COC(=O)OC.COC(=O)OC", "gap_ev": 10.90, "de_lowest_kcal_mol": 32.18, "homo_energy_ev": -10.35, "e_tot_ha": -3779.953551, "species": ["C", "O", "C", "O", "O", "C", "H", "H", "H", "H", "H", "H", "C", "O", "C", "O", "O", "C", "H", "H", "H", "H", "H", "H", "C", "O", "C", "O", "O", "C", "H", "H", "H", "H", "H", "H", "C", "O", "C", "O", "O", "C", "H", "H", "H", "H", "H", "H", "C", "O", "C", "O", "O", "C", "H", "H", "H", "H", "H", "H", "C", "O", "C", "O", "O", "C", "H", "H", "H", "H", "H", "H", "C", "O", "C", "O", "O", "C", "H", "H", "H", "H", "H", "H", "C", "O", "C", "O", "O", "C", "H", "H", "H", "H", "H", "H", "C", "O", "C", "O", "O", "C", "H", "H", "H", "H", "H", "H", "C", "O", "C", "O", "O", "C", "H", "H", "H", "H", "H", "H", "C", "O", "C", "O", "O", "C", "H", "H", "H", "H", "H", "H"], "coordinates": [[7.184755, 1.304887, -4.920347], [5.837025, 0.966241, -4.611500], [5.637735, 0.266213, -3.502137], [6.505119, -0.079588, -2.740338], [4.365618, -0.026751, -3.371355], [3.962959, -1.019420, -2.453987], [7.467646, 2.160044, -4.304109], [7.228684, 1.552032, -5.977575], [7.844419, 0.457321, -4.733781], [4.759102, -1.457104, -1.850679], [3.550843, -1.858282, -3.009230], [3.239697, -0.645336, -1.733883], [0.099445, 1.254368, -3.555023], [-0.095986, 2.282744, -2.590155], [0.908166, 2.537509, -1.758725], [2.006629, 2.078576, -1.835926], [0.495354, 3.422777, -0.887566], [1.404680, 3.800596, 0.132371], [0.090674, 0.289107, -3.052465], [1.021646, 1.437024, -4.108859], [-0.702079, 1.290478, -4.288315], [1.955800, 2.927419, 0.491578], [0.847560, 4.242974, 0.946588], [2.165478, 4.492466, -0.231547], [3.143135, -2.507217, 2.297973], [2.594569, -3.719277, 2.764935], [1.481375, -4.101552, 2.151261], [0.816767, -3.391991, 1.430367], [1.186272, -5.324466, 2.518101], [-0.079717, -5.895263, 2.193551], [2.481631, -1.667089, 2.524726], [3.351752, -2.553585, 1.228959], [4.079138, -2.243237, 2.785082], [0.055965, -6.535463, 1.322682], [-0.862835, -5.190126, 1.917219], [-0.355242, -6.449003, 3.087827], [-2.534300, 1.911817, 0.147732], [-1.671759, 1.021972, 0.862536], [-0.834950, 0.262334, 0.166987], [-0.936068, 0.008663, -1.000460], [0.045555, -0.250390, 1.013349], [1.319255, -0.606428, 0.493447], [-1.996503, 2.541537, -0.562365], [-3.017419, 2.553777, 0.877331], [-3.268387, 1.319333, -0.396591], [2.157227, -0.260046, 1.104615], [1.453105, -0.284446, -0.535655], [1.446958, -1.692440, 0.573724], [-1.769491, 5.290548, 1.821588], [-1.879501, 6.390540, 0.952139], [-2.771270, 6.346614, -0.013493], [-3.477676, 5.408169, -0.282942], [-2.722832, 7.495405, -0.686739], [-3.350369, 7.549200, -1.952376], [-1.960754, 4.391339, 1.239282], [-2.384230, 5.316216, 2.726702], [-0.782186, 5.244817, 2.285408], [-4.286704, 6.990803, -1.924188], [-2.753916, 7.135813, -2.767996], [-3.528225, 8.598076, -2.173111], [-4.306556, -0.659592, 3.509425], [-3.947869, -1.400336, 2.359217], [-4.362105, -0.969334, 1.179620], [-5.061177, -0.023218, 0.945817], [-3.789068, -1.764496, 0.291799], [-4.163316, -1.738475, -1.086140], [-3.767112, 0.293802, 3.487729], [-4.097274, -1.204727, 4.421027], [-5.349044, -0.331556, 3.481715], [-5.040182, -2.379865, -1.141508], [-3.331876, -2.008771, -1.727148], [-4.387875, -0.720241, -1.414551], [-7.727943, 6.155410, -1.784545], [-7.483818, 4.870937, -2.291355], [-7.050802, 3.964957, -1.420355], [-6.992293, 4.129251, -0.234440], [-6.650179, 2.900607, -2.090675], [-6.118363, 1.803344, -1.376757], [-6.848932, 6.533387, -1.253379], [-8.505033, 6.202284, -1.016977], [-7.991552, 6.864985, -2.561823], [-5.374896, 1.327902, -2.017766], [-6.935481, 1.110654, -1.168259], [-5.584956, 1.913346, -0.432842], [6.008412, -4.452849, 0.848676], [5.351228, -4.315355, -0.387429], [4.041399, -4.447753, -0.393792], [3.358338, -4.874522, 0.498579], [3.566234, -4.033038, -1.570692], [2.160151, -4.145442, -1.747024], [7.016255, -4.062345, 0.739812], [6.001880, -5.473218, 1.237047], [5.591893, -3.891313, 1.692882], [1.840462, -5.184164, -1.713008], [1.944372, -3.669486, -2.703665], [1.628677, -3.526678, -1.022255], [-1.133421, -1.701853, 3.763844], [0.238151, -1.331059, 4.026804], [0.674826, -0.110895, 3.920843], [1.831216, 0.198194, 3.871590], [-0.345203, 0.770375, 3.840680], [-0.123432, 2.099772, 3.441812], [-1.774231, -1.668225, 4.629726], [-1.050316, -2.617380, 3.178721], [-1.405766, -1.056932, 2.925184], [0.226589, 2.714763, 4.280350], [-1.051415, 2.605468, 3.175311], [0.609978, 2.116215, 2.636844], [4.784377, 1.916802, -0.481102], [4.852747, 2.132189, 0.921078], [5.007975, 1.074848, 1.659591], [5.102369, -0.043267, 1.243811], [4.973290, 1.455853, 2.943949], [5.046197, 0.442661, 3.938336], [5.721699, 1.498083, -0.858622], [4.702346, 2.858897, -1.013656], [3.991629, 1.227698, -0.750134], [4.191751, -0.230730, 3.835469], [4.958747, 1.010348, 4.859823], [5.942955, -0.177047, 3.897926], [-3.406057, -7.111123, -2.438270], [-3.110356, -5.731189, -2.331814], [-2.148481, -5.281891, -1.552723], [-1.616857, -5.909980, -0.671030], [-1.896053, -4.029399, -1.874600], [-0.960230, -3.255600, -1.148318], [-2.497372, -7.714325, -2.470818], [-3.947768, -7.262006, -3.366863], [-4.003192, -7.401297, -1.572874], [-0.717045, -2.378653, -1.746036], [-0.114997, -3.878306, -0.861330], [-1.365592, -2.806347, -0.235098]], "forces_ev_per_a": [[0.255, -0.036, 0.303], [-0.726, 0.078, -0.503], [1.074, -0.562, 0.563], [0.293, 0.088, 0.037], [-0.952, 0.498, -0.600], [0.159, -1.138, 0.830], [0.232, -0.090, -0.132], [-0.226, 0.114, 0.055], [-0.018, 0.114, 0.139], [0.404, 0.428, -0.254], [-0.244, 0.167, -0.175], [-0.194, 0.359, -0.338], [0.503, -0.118, -0.380], [-0.658, 0.319, -0.011], [-0.441, -0.234, -1.257], [0.983, -0.600, 0.176], [-0.884, 0.825, 0.856], [1.031, -0.412, 0.198], [0.175, 0.018, -0.124], [0.136, -0.219, 0.233], [-0.287, 0.230, 0.334], [-0.148, -0.010, 0.063], [-0.228, 0.089, -0.075], [-0.211, 0.135, -0.147], [0.011, 1.210, -0.141], [0.311, -0.448, 0.340], [-0.120, 0.500, 0.232], [-0.243, -0.211, -0.164], [0.195, -0.124, 0.516], [-0.059, -0.194, -0.397], [-0.007, -0.332, -0.113], [-0.151, 0.031, 0.028], [0.041, -0.731, 0.309], [-0.060, -0.182, 0.177], [0.295, 0.349, 0.201], [-0.142, -0.160, -0.196], [-0.293, -0.219, -0.678], [0.218, 0.548, 0.625], [-0.728, -0.308, 0.298], [0.232, 0.153, -0.572], [0.485, 0.549, 0.537], [1.064, -1.334, -0.523], [0.228, -0.177, 0.075], [-0.095, -0.236, 0.120], [-0.115, 0.173, 0.043], [-0.572, 0.799, 0.138], [-0.204, 0.185, -0.024], [-0.485, 0.361, -0.406], [0.150, -1.141, 0.540], [0.691, 1.111, 0.955], [-0.539, -0.660, -0.967], [0.002, 0.024, 0.096], [0.735, 0.265, 0.353], [-0.825, -0.188, -0.446], [0.015, -0.141, 0.313], [-0.734, 0.353, -0.550], [0.316, 0.338, -0.726], [-0.041, 0.148, -0.028], [0.331, -0.123, 0.333], [-0.053, 0.003, 0.148], [-0.550, 1.779, -0.257], [0.066, -0.707, 0.716], [0.414, 0.090, -0.465], [-0.400, 0.217, 0.152], [0.939, -0.629, -0.348], [-0.591, 1.077, 0.123], [0.305, -0.219, 0.245], [0.125, -0.319, -0.238], [-0.100, -0.501, -0.033], [0.107, -0.038, -0.652], [0.079, -0.690, 0.430], [-0.398, -0.030, 0.309], [0.140, 1.107, 1.464], [-0.290, -0.151, -1.030], [0.387, 0.359, 0.587], [-0.097, -0.089, 0.369], [0.284, 0.217, -0.372], [0.159, -1.446, 0.314], [0.151, -0.073, -0.234], [-0.201, -0.455, -0.211], [0.058, -0.451, -0.439], [-0.337, 0.021, -0.343], [0.112, -0.122, -0.089], [-0.384, 1.141, 0.022], [0.466, -0.136, 1.689], [0.252, 0.503, -0.419], [-0.788, -0.218, -0.114], [0.190, -0.272, 0.005], [0.615, 0.029, -0.177], [-0.225, 0.737, -0.023], [0.044, -0.294, -0.371], [0.159, -0.171, -0.530], [-0.530, 0.297, -0.585], [-0.112, 0.031, 0.036], [0.128, -0.395, -0.181], [0.350, -0.394, 0.272], [1.043, 0.734, -2.489], [0.238, -1.450, 0.861], [-0.880, 1.593, -0.588], [0.494, -0.005, 0.076], [-0.931, -0.468, 0.308], [0.851, 0.860, 0.492], [0.028, -0.100, 0.130], [-0.128, -0.644, 0.978], [-0.823, 0.382, 0.662], [0.437, -0.335, -0.017], [-0.219, -0.743, -0.401], [-0.101, 0.207, -0.060], [0.975, -0.561, -0.962], [-0.225, 1.769, -0.587], [-0.396, -0.299, 1.093], [0.151, -1.130, 0.041], [0.440, 0.159, -0.603], [-0.641, -0.449, 0.037], [0.002, -0.256, 0.324], [-0.522, 0.249, 0.492], [-0.188, 0.202, 0.108], [0.016, 0.205, 0.137], [0.157, -0.299, 0.158], [0.233, 0.403, -0.119], [0.311, -0.417, 0.673], [-0.492, 0.734, -1.307], [0.386, -0.456, 1.060], [0.230, -0.117, -0.016], [-0.796, 0.537, -0.883], [0.351, 0.201, 0.916], [0.021, 0.100, 0.124], [-0.129, 0.208, 0.064], [-0.023, -0.202, -0.143], [0.273, -0.383, -0.371], [-0.210, 0.262, -0.082], [-0.342, -0.531, 0.035]], "lowdin_charge": [-0.036, 0.007, -0.633, 0.113, 0.027, -0.032, 0.100, 0.093, 0.096, 0.100, 0.087, 0.071, -0.030, -0.002, -0.645, 0.131, 0.018, -0.012, 0.078, 0.099, 0.096, 0.091, 0.074, 0.107, -0.058, 0.030, -0.627, 0.082, 0.027, -0.020, 0.063, 0.091, 0.091, 0.091, 0.084, 0.096, -0.010, 0.002, -0.598, 0.130, 0.023, -0.022, 0.095, 0.094, 0.075, 0.091, 0.081, 0.059, -0.051, 0.031, -0.607, 0.127, 0.011, -0.040, 0.066, 0.105, 0.086, 0.081, 0.101, 0.095, -0.042, 0.002, -0.621, 0.131, -0.001, 0.001, 0.102, 0.090, 0.099, 0.110, 0.083, 0.077, -0.065, 0.013, -0.623, 0.137, 0.024, -0.056, 0.089, 0.097, 0.093, 0.085, 0.103, 0.070, -0.039, 0.035, -0.603, 0.143, -0.002, -0.036, 0.100, 0.102, 0.088, 0.113, 0.099, 0.058, 0.008, 0.031, -0.620, 0.133, -0.027, -0.047, 0.095, 0.095, 0.079, 0.102, 0.084, 0.089, -0.035, 0.028, -0.638, 0.132, 0.005, -0.044, 0.094, 0.101, 0.063, 0.059, 0.099, 0.098, -0.035, 0.004, -0.616, 0.127, 0.007, -0.040, 0.098, 0.093, 0.099, 0.095, 0.057, 0.097]}